# C4H5NO

One molecule with the formula C4H5NO (ωB97M-V/def2-TZVPD, OMol25).

Summary:
- SMILES string = O=C1C=CCN1
- ΔE to the lowest compared entry with this formula, charge and spin (kcal/mol) = 0.01
- E_LUMO (eV) = 0.87
- charge = 0
- frontier orbital gap (eV) = 10.576

```
11
C4H5NO | OMol25 | ωB97M-V/def2-TZVPD
O 2.320 -1.024 0.097
C 1.226 -0.499 0.038
N 0.027 -1.133 -0.189
C -1.106 -0.245 -0.106
C -0.440 1.101 0.008
C 0.873 0.950 0.170
H -0.031 -2.132 -0.298
H -1.680 -0.398 0.820
H -1.796 -0.354 -0.950
H -1.007 2.026 0.024
H 1.615 1.708 0.386
```

***

# C44H121N11O11

A 11-piece molecular cluster, C44H121N11O11 overall (ωB97M-V/def2-TZVPD, OMol25).

Summary:
- SMILES string = COC[C@H](C)N.COC[C@H](C)N.COC[C@H](C)N.COC[C@H](C)N.COC[C@H](C)N.COC[C@H](C)N.COC[C@H](C)N.COC[C@H](C)N.COC[C@H](C)N.COC[C@H](C)N.COC[C@H](C)N
- ΔE to the lowest compared entry with this formula, charge and spin (kcal/mol) = 102.18
- E_LUMO (eV) = 0.38
- charge = 0
- frontier orbital gap (eV) = 9.095

```
187
C44H121N11O11 | OMol25 | ωB97M-V/def2-TZVPD
C -11.823 -18.736 -3.797
C -12.704 -18.602 -5.095
C -14.105 -19.332 -5.038
O -14.810 -19.185 -6.282
C -16.089 -19.811 -6.263
N -12.956 -17.150 -5.149
H -12.419 -18.421 -2.940
H -10.945 -18.098 -3.895
H -11.416 -19.726 -3.592
H -12.022 -18.823 -5.915
H -14.604 -18.900 -4.171
H -13.947 -20.396 -4.859
H -16.704 -19.522 -7.115
H -16.662 -19.570 -5.367
H -15.919 -20.884 -6.357
H -13.551 -16.883 -4.377
H -13.465 -16.920 -5.990
C -17.809 -24.059 -7.691
C -18.756 -24.969 -8.392
C -19.270 -24.171 -9.712
O -20.050 -25.017 -10.558
C -20.684 -24.390 -11.684
N -18.041 -26.168 -8.875
H -17.012 -23.714 -8.351
H -17.353 -24.608 -6.867
H -18.213 -23.101 -7.364
H -19.670 -25.262 -7.875
H -18.411 -23.788 -10.263
H -19.898 -23.323 -9.439
H -19.946 -23.828 -12.256
H -21.434 -23.696 -11.305
H -21.164 -25.102 -12.356
H -18.785 -26.635 -9.374
H -17.249 -25.892 -9.437
C -24.465 -18.948 -6.820
C -25.017 -19.118 -5.398
C -24.413 -18.083 -4.400
O -23.033 -18.256 -4.239
C -22.656 -19.459 -3.631
N -26.484 -18.917 -5.475
H -24.847 -18.014 -7.234
H -24.684 -19.818 -7.440
H -23.378 -18.871 -6.851
H -24.884 -20.097 -4.937
H -24.934 -17.981 -3.448
H -24.372 -17.080 -4.826
H -22.736 -20.331 -4.280
H -23.122 -19.572 -2.652
H -21.573 -19.421 -3.512
H -26.772 -19.233 -4.560
H -26.987 -19.483 -6.144
C -21.781 -19.034 -10.776
C -20.244 -18.978 -11.078
C -19.828 -19.927 -12.183
O -18.436 -19.713 -12.500
C -17.910 -20.709 -13.386
N -19.826 -17.598 -11.342
H -21.972 -18.437 -9.885
H -21.950 -20.086 -10.545
H -22.307 -18.677 -11.662
H -19.682 -19.187 -10.168
H -20.419 -19.734 -13.078
H -20.047 -20.918 -11.785
H -16.838 -20.692 -13.581
H -18.435 -20.462 -14.309
H -18.204 -21.694 -13.023
H -18.850 -17.700 -11.580
H -20.235 -17.318 -12.222
C -24.169 -23.829 -7.975
C -22.684 -23.472 -8.198
C -22.346 -21.990 -7.865
O -20.976 -21.689 -7.894
C -20.634 -20.350 -7.393
N -22.019 -24.315 -7.280
H -24.416 -23.881 -6.915
H -24.364 -24.822 -8.380
H -24.877 -23.173 -8.481
H -22.350 -23.754 -9.196
H -22.805 -21.823 -6.890
H -22.849 -21.405 -8.636
H -20.689 -20.371 -6.305
H -21.193 -19.498 -7.780
H -19.580 -20.094 -7.500
H -21.053 -24.047 -7.152
H -22.352 -24.211 -6.333
C -28.046 -22.353 -8.245
C -28.843 -21.232 -7.756
C -29.529 -21.490 -6.382
O -30.338 -22.715 -6.385
C -30.772 -23.072 -5.139
N -28.037 -20.033 -7.765
H -28.625 -23.274 -8.181
H -27.207 -22.602 -7.596
H -27.578 -22.180 -9.214
H -29.679 -21.109 -8.444
H -30.162 -20.611 -6.257
H -28.808 -21.513 -5.565
H -29.898 -23.316 -4.534
H -31.444 -23.930 -5.123
H -31.203 -22.252 -4.565
H -27.866 -19.798 -8.732
H -28.452 -19.205 -7.361
C -29.494 -25.799 -2.272
C -28.160 -26.329 -1.936
C -27.029 -25.733 -2.823
O -27.343 -25.844 -4.189
C -26.454 -25.134 -5.063
N -27.854 -26.114 -0.525
H -29.681 -24.788 -1.911
H -30.260 -26.439 -1.835
H -29.637 -25.784 -3.352
H -28.231 -27.404 -2.096
H -26.092 -26.277 -2.705
H -26.812 -24.705 -2.534
H -26.590 -25.541 -6.065
H -25.438 -25.391 -4.764
H -26.638 -24.066 -4.944
H -28.512 -26.568 0.093
H -27.102 -26.783 -0.437
C -26.161 -19.760 -14.997
C -25.217 -20.989 -15.147
C -25.321 -21.902 -13.873
O -24.741 -21.283 -12.679
C -24.762 -22.108 -11.559
N -25.713 -21.707 -16.278
H -26.129 -19.513 -13.936
H -27.209 -19.949 -15.231
H -25.816 -18.899 -15.571
H -24.182 -20.659 -15.233
H -24.896 -22.905 -13.925
H -26.377 -22.094 -13.683
H -24.047 -22.894 -11.801
H -25.757 -22.489 -11.330
H -24.284 -21.576 -10.736
H -26.548 -22.171 -15.947
H -25.028 -22.439 -16.400
C -22.407 -27.867 -11.125
C -22.918 -27.213 -9.946
C -23.944 -27.989 -9.138
O -25.115 -28.269 -9.865
C -26.201 -28.720 -9.105
N -21.761 -26.792 -9.155
H -21.771 -28.724 -10.903
H -21.793 -27.230 -11.762
H -23.306 -28.109 -11.691
H -23.458 -26.322 -10.263
H -24.176 -27.496 -8.194
H -23.532 -28.964 -8.879
H -25.975 -29.637 -8.561
H -27.080 -28.886 -9.728
H -26.527 -28.087 -8.280
H -21.143 -26.237 -9.729
H -22.110 -26.110 -8.496
C -22.472 -27.416 -5.165
C -21.246 -26.567 -4.791
C -21.582 -25.401 -3.844
O -22.512 -24.556 -4.512
C -23.056 -23.536 -3.741
N -20.192 -27.431 -4.331
H -23.257 -26.795 -5.597
H -22.932 -27.887 -4.296
H -22.219 -28.055 -6.011
H -20.825 -26.107 -5.685
H -20.687 -24.879 -3.506
H -21.953 -25.862 -2.929
H -23.844 -23.086 -4.346
H -22.323 -22.793 -3.429
H -23.547 -23.892 -2.835
H -19.928 -28.070 -5.068
H -19.426 -26.819 -4.092
C -27.077 -25.167 -9.893
C -27.246 -25.858 -11.316
C -27.909 -24.929 -12.300
O -29.086 -24.266 -11.841
C -29.710 -23.317 -12.734
N -25.934 -26.353 -11.682
H -26.331 -25.641 -9.255
H -28.055 -25.206 -9.414
H -26.710 -24.155 -10.066
H -27.915 -26.718 -11.282
H -28.237 -25.327 -13.260
H -27.126 -24.189 -12.465
H -30.567 -22.913 -12.196
H -30.138 -23.729 -13.648
H -28.964 -22.535 -12.879
H -25.939 -26.967 -12.485
H -25.644 -27.041 -11.001
```

***

# C5H4N2

One molecule with the formula C5H4N2 (ωB97M-V/def2-TZVPD, OMol25).

Summary:
- SMILES string = C#Cc1c[nH]cn1
- ΔE to the lowest compared entry with this formula, charge and spin (kcal/mol) = 48.76
- E_LUMO (eV) = 0.79
- charge = 0
- frontier orbital gap (eV) = 9.371

```
11
C5H4N2 | OMol25 | ωB97M-V/def2-TZVPD
C 3.083 -0.127 0.046
C 1.844 -0.069 -0.105
C 0.418 -0.065 -0.068
C -0.472 0.963 -0.100
C -1.588 -0.949 -0.016
H 4.103 -0.518 0.052
H -0.226 2.063 0.175
H -2.562 1.072 0.034
H -2.495 -1.574 -0.018
N -1.729 0.442 0.018
N -0.375 -1.237 -0.017
```

***

# C8H27BrCuN9O5

C8H27BrCuN9O5 as an isolated structure (ωB97M-V/def2-TZVPD, OMol25).

Summary:
- ΔE to the lowest compared entry with this formula, charge and spin (kcal/mol) = 93.71
- E_LUMO (alpha / beta) (eV) = -3.27 / -7.75
- 2S+1 = 2
- charge = +1
- frontier orbital gap (alpha / beta) (eV) = 8.745 / 4.249

```
51
C8H27BrCuN9O5 | OMol25 | ωB97M-V/def2-TZVPD
Cu 1.911 2.947 -0.635
Br 0.400 0.856 -0.258
C 3.982 -1.531 0.219
O 4.194 -0.689 -0.634
N 2.710 -1.939 0.529
N 4.970 -2.115 0.969
H 1.969 -1.520 -0.007
H 2.488 -2.587 1.265
H 5.938 -1.888 0.857
H 4.679 -2.809 1.634
C 0.818 -1.548 3.276
O 1.497 -2.490 3.646
N 0.059 -1.606 2.134
N 0.714 -0.380 3.996
H -0.269 -0.770 1.679
H -0.045 -2.496 1.689
H 1.320 -0.354 4.795
H 0.354 0.454 3.569
C -3.767 3.060 -0.841
O -4.872 2.703 -1.226
N -3.245 4.292 -1.144
N -2.925 2.214 -0.173
H -2.304 4.507 -0.872
H -3.798 4.954 -1.653
H -1.951 2.419 -0.027
H -3.229 1.283 0.014
C 3.621 2.067 1.978
O 3.246 2.702 0.982
N 3.468 0.723 2.043
N 4.274 2.668 3.014
H 3.747 0.149 2.817
H 2.959 0.285 1.290
H 4.754 2.071 3.663
H 4.497 3.641 2.929
C -0.635 -1.095 -3.390
C -2.087 -1.409 -3.109
C -2.767 -0.313 -2.151
O -3.930 -0.815 -1.686
C -3.844 -1.531 -0.449
N -2.872 -1.664 -4.279
H -0.537 -0.234 -4.055
H -0.190 -1.965 -3.874
H -0.081 -0.894 -2.475
H -2.099 -2.358 -2.551
H -2.937 0.586 -2.746
H -2.075 -0.075 -1.335
H -3.396 -0.891 0.314
H -3.260 -2.441 -0.603
H -4.860 -1.730 -0.123
H -2.734 -0.910 -4.963
H -3.862 -1.536 -4.044
```

***

# C25H40AsBrF6N8O4SSi2Ta

C25H40AsBrF6N8O4SSi2Ta as an isolated structure (ωB97M-V/def2-TZVPD, OMol25).

Summary:
- ΔE to the lowest compared entry with this formula, charge and spin (kcal/mol) = 31.68
- E_LUMO (alpha / beta) (eV) = -0.80 / -2.40
- 2S+1 = 2
- charge = 0
- frontier orbital gap (alpha / beta) (eV) = 7.343 / 6.508

```
89
C25H40AsBrF6N8O4SSi2Ta | OMol25 | ωB97M-V/def2-TZVPD
Ta -0.314 0.513 -0.229
C -3.613 1.694 1.470
Si -3.026 0.009 2.002
C -2.623 0.287 3.819
C -4.380 -1.250 1.768
N -1.530 -0.601 1.146
C -1.008 -1.793 1.506
C -1.505 -2.607 2.569
C -0.886 -3.759 2.946
C 0.292 -4.189 2.290
C 0.795 -3.467 1.256
C 0.173 -2.262 0.798
N 0.636 -1.515 -0.204
Si 2.116 -2.016 -1.112
C 2.347 -0.974 -2.653
C 2.080 -3.791 -1.730
C 3.598 -1.917 0.033
H -3.298 2.441 2.197
H -4.703 1.661 1.453
H -3.314 1.991 0.471
H -3.535 0.666 4.286
H -1.872 1.074 3.908
H -2.295 -0.569 4.401
H -5.122 -1.139 2.561
H -4.031 -2.280 1.774
H -4.878 -1.076 0.817
H -2.391 -2.306 3.091
H -1.292 -4.342 3.760
H 0.794 -5.088 2.617
H 1.706 -3.793 0.787
H 1.462 -0.407 -2.940
H 2.621 -1.627 -3.483
H 3.148 -0.254 -2.514
H 1.301 -3.980 -2.465
H 2.001 -4.553 -0.959
H 3.043 -3.939 -2.227
H 3.509 -1.120 0.770
H 4.500 -1.730 -0.554
H 3.753 -2.851 0.570
C -0.818 1.853 -1.893
H -1.194 2.802 -1.507
H -1.553 1.413 -2.553
H 0.104 2.057 -2.440
N -1.294 4.030 1.276
C -0.311 3.150 1.530
O -0.486 1.958 0.977
C 0.768 3.478 2.326
C 0.795 4.788 2.879
N 0.805 5.842 3.339
C 1.915 2.665 2.469
N 2.882 2.045 2.550
H -1.998 3.793 0.600
H -1.154 5.002 1.503
C -0.932 -1.385 -4.557
S -0.729 -1.950 -2.880
C -2.234 -2.887 -2.704
O -0.939 -0.696 -2.061
H -1.031 -2.259 -5.198
H -0.042 -0.822 -4.828
H -1.822 -0.759 -4.591
H -2.085 -3.838 -3.211
H -3.074 -2.328 -3.111
H -2.384 -3.046 -1.638
Br 6.152 5.153 -2.507
C 5.412 3.585 -1.763
C 6.238 2.509 -1.469
N 5.786 1.381 -0.933
C 4.483 1.297 -0.688
C 3.582 2.313 -0.965
C 4.059 3.499 -1.506
C 2.121 2.202 -0.680
O 1.421 3.182 -0.643
O 1.662 0.944 -0.515
H 7.300 2.566 -1.670
H 4.137 0.386 -0.227
H 3.382 4.316 -1.710
F -3.005 0.297 -0.899
As -4.426 0.480 -2.012
F -4.035 2.160 -2.124
F -5.430 0.792 -0.638
F -5.761 0.633 -3.078
F -4.692 -1.228 -1.814
F -3.372 0.139 -3.360
N 0.759 0.340 3.519
N 1.450 -0.284 2.428
H 1.326 0.345 4.366
H -0.073 -0.209 3.703
H 1.853 -1.175 2.726
H 2.223 0.334 2.187
```

***

# C6H9N

C6H9N as an isolated structure (ωB97M-V/def2-TZVPD, OMol25).

Summary:
- ΔE to the lowest compared entry with this formula, charge and spin (kcal/mol) = 116.67
- E_LUMO (eV) = 0.73
- charge = 0
- frontier orbital gap (eV) = 9.427

```
16
C6H9N | OMol25 | ωB97M-V/def2-TZVPD
C 1.418 -0.510 1.063
C 1.451 0.607 0.071
C -0.536 -0.835 -1.416
C -1.654 -1.010 -0.591
C 0.589 1.631 0.004
C -0.557 1.711 0.863
N -1.502 1.739 1.535
H 0.476 -0.529 1.619
H 1.541 -1.465 0.546
H 2.239 -0.397 1.781
H 2.262 0.592 -0.654
H -0.787 -0.043 -2.142
H -2.551 -0.378 -0.574
H -1.462 -1.773 -1.575
H -1.622 -1.756 0.208
H 0.694 2.415 -0.739
```